Record 1
{
  "formula": "C17H23N3O3",
  "method": "ωB97M-V with the def2-TZVPD basis set",
  "elements": ["C", "C", "C", "C", "C", "N", "C", "O", "N", "C", "C", "C", "C", "N", "C", "C", "C", "C", "C", "C", "C", "O", "O", "H", "H", "H", "H", "H", "H", "H", "H", "H", "H", "H", "H", "H", "H", "H", "H", "H", "H", "H", "H", "H", "H", "H"],
  "positions_angstrom": [[1.780, 2.752, 1.753], [0.558, 2.119, 2.438], [0.569, 0.614, 2.927], [1.884, 0.148, 3.571], [0.129, -0.495, 1.922], [-0.078, -1.770, 2.588], [1.099, -0.695, 0.786], [2.220, -0.162, 0.645], [0.616, -1.689, -0.047], [1.135, -2.082, -1.346], [0.810, -1.022, -2.481], [-0.659, -0.868, -2.668], [-1.590, -1.680, -3.315], [-2.878, -1.111, -3.180], [-2.779, 0.031, -2.440], [-3.822, 0.929, -2.081], [-3.463, 2.039, -1.376], [-2.117, 2.268, -1.039], [-1.090, 1.383, -1.349], [-1.417, 0.247, -2.128], [2.528, -2.511, -1.650], [2.747, -3.187, -2.621], [3.513, -2.183, -0.834], [1.928, 2.377, 0.774], [2.706, 2.589, 2.324], [1.596, 3.792, 1.671], [-0.332, 2.249, 1.748], [0.345, 2.697, 3.320], [-0.197, 0.675, 3.700], [2.118, 0.664, 4.507], [2.756, 0.349, 2.955], [1.833, -0.912, 3.813], [-0.794, -0.141, 1.464], [-0.687, -2.395, 2.054], [-0.605, -1.658, 3.473], [-0.379, -1.894, 0.058], [0.500, -2.965, -1.522], [1.150, -1.375, -3.447], [1.314, -0.093, -2.208], [-1.410, -2.568, -3.906], [-3.736, -1.361, -3.702], [-4.883, 0.772, -2.231], [-4.152, 2.861, -1.262], [-1.897, 3.170, -0.430], [-0.102, 1.552, -0.944], [3.230, -1.463, -0.283]],
  "forces_ev_per_a": [[-0.03, -1.10, 1.20], [-0.49, -0.93, -1.26], [0.70, 0.17, -0.22], [0.23, 0.62, 0.67], [-0.29, 1.82, 0.58], [-0.89, -0.78, 1.07], [1.27, -0.87, -0.91], [-1.91, -0.94, -0.15], [0.86, 1.21, 0.42], [-2.02, 0.28, -1.37], [-0.61, -0.94, 0.27], [-1.79, 0.54, 0.21], [0.18, 1.29, 0.40], [0.22, -1.02, -0.58], [-0.70, 0.77, -0.15], [0.43, -0.74, 0.15], [0.88, 0.70, -0.63], [0.75, 0.50, 0.90], [-0.94, -0.03, 0.03], [-0.34, -0.17, 0.45], [1.08, -1.22, 0.29], [-0.31, 0.07, -0.08], [0.62, -0.37, -0.43], [0.23, -0.52, -0.98], [-0.31, 0.10, -0.15], [-0.05, 1.17, 0.00], [0.76, -0.14, 0.75], [-0.15, 0.29, 0.44], [-0.18, -0.58, 0.09], [-0.37, 0.10, 0.05], [-0.13, -0.24, -0.33], [0.10, -0.02, -0.13], [-0.30, 0.23, -0.27], [0.44, 0.23, -0.01], [0.62, 0.28, -0.66], [0.63, 0.10, -0.12], [0.54, 0.16, -0.56], [0.80, -0.19, 0.12], [-0.19, 0.07, -0.18], [-0.19, 0.07, 0.11], [1.25, 0.05, 0.65], [0.13, -0.34, -0.52], [-0.34, -0.16, 0.50], [-0.02, -0.68, -0.56], [0.19, 0.04, -0.23], [-0.35, 1.11, 1.16]],
  "total_charge": 0,
  "gap_ev": 8.683,
  "e_lumo_ev": 0.357,
  "e_homo_ev": -8.3,
  "smiles": "CC[C@H](C)[C@H](N)C(=O)N[C@@H](Cc1c[nH]c2ccccc12)C(=O)O"
}

Record 2
{
  "formula": "ClNO5S",
  "method": "ωB97M-V with the def2-TZVPD basis set",
  "elements": ["N", "O", "O", "O", "O", "O", "S", "Cl"],
  "positions_angstrom": [[-1.328, -0.198, 0.460], [-1.329, -1.190, 1.024], [-1.814, 0.831, 0.679], [1.239, 0.398, 1.169], [2.596, -0.914, -0.450], [-0.612, -0.285, -0.855], [1.813, 0.238, -0.103], [-0.565, 1.120, -1.926]],
  "forces_ev_per_a": [[-0.44, 2.32, -1.82], [0.76, -3.36, 0.99], [-0.76, 2.24, 0.35], [-0.56, -0.16, 2.02], [-0.42, 0.23, 0.55], [0.31, 0.11, -1.42], [1.73, -0.04, -2.24], [-0.62, -1.36, 1.56]],
  "total_charge": 0,
  "gap_ev": 9.844,
  "e_lumo_ev": -1.750,
  "e_homo_ev": -11.6
}

Record 3
{
  "formula": "C2H3NS",
  "method": "ωB97M-V with the def2-TZVPD basis set",
  "elements": ["C", "C", "N", "S", "H", "H", "H"],
  "positions_angstrom": [[0.358, 0.004, 1.115], [-0.278, -0.269, -0.691], [-0.701, -0.499, 0.636], [1.209, 0.653, -0.251], [0.555, 0.184, 2.090], [-0.020, -1.165, -1.240], [-1.124, 1.092, -1.659]],
  "forces_ev_per_a": [[0.14, 1.07, -1.23], [-1.38, 2.46, -2.79], [-1.06, -0.57, -0.58], [0.80, 0.08, 0.15], [0.81, 0.12, 3.18], [-0.71, 0.09, -0.68], [1.39, -3.25, 1.96]],
  "total_charge": 0,
  "gap_ev": [9.082, 9.083],
  "e_lumo_ev": [-0.446, -0.445],
  "e_homo_ev": [-9.5, -9.5]
}

Record 4
{
  "formula": "C20H55N5O5",
  "method": "ωB97M-V with the def2-TZVPD basis set",
  "elements": ["C", "C", "C", "O", "C", "N", "H", "H", "H", "H", "H", "H", "H", "H", "H", "H", "H", "C", "C", "C", "O", "C", "N", "H", "H", "H", "H", "H", "H", "H", "H", "H", "H", "H", "C", "C", "C", "O", "C", "N", "H", "H", "H", "H", "H", "H", "H", "H", "H", "H", "H", "C", "C", "C", "O", "C", "N", "H", "H", "H", "H", "H", "H", "H", "H", "H", "H", "H", "C", "C", "C", "O", "C", "N", "H", "H", "H", "H", "H", "H", "H", "H", "H", "H", "H"],
  "positions_angstrom": [[-0.651, -1.064, 4.957], [-0.240, -1.344, 6.351], [-1.100, -2.389, 7.143], [-2.246, -1.771, 7.637], [-3.214, -2.721, 8.083], [1.172, -1.686, 6.381], [-0.066, -0.273, 4.488], [-1.681, -0.738, 4.811], [-0.661, -1.977, 4.362], [-0.416, -0.387, 6.842], [-0.623, -2.897, 7.981], [-1.247, -3.268, 6.516], [-3.968, -2.016, 8.434], [-2.843, -3.218, 8.980], [-3.579, -3.548, 7.473], [1.428, -1.616, 7.355], [1.312, -2.656, 6.137], [1.438, 3.001, -2.010], [0.880, 2.317, -0.681], [2.048, 2.409, 0.390], [1.591, 1.684, 1.524], [1.439, 0.277, 1.351], [-0.165, 3.294, -0.355], [1.996, 3.930, -1.899], [0.721, 2.960, -2.829], [2.204, 2.346, -2.427], [0.423, 1.348, -0.883], [2.337, 3.401, 0.735], [2.868, 1.874, -0.091], [0.506, -0.127, 0.957], [1.567, -0.105, 2.364], [2.224, -0.324, 0.891], [-0.534, 2.972, 0.528], [0.125, 4.246, -0.185], [1.382, 4.440, -6.524], [0.080, 5.258, -6.009], [-0.273, 6.427, -6.972], [0.199, 7.698, -6.443], [-0.538, 8.209, -5.339], [-1.065, 4.480, -5.641], [2.173, 5.123, -6.832], [1.215, 3.804, -7.394], [1.838, 3.823, -5.749], [0.417, 5.804, -5.128], [-1.354, 6.418, -7.108], [0.033, 6.287, -8.009], [0.118, 8.796, -4.696], [-0.859, 7.496, -4.580], [-1.333, 8.783, -5.814], [-1.712, 5.225, -5.427], [-0.852, 4.039, -4.757], [1.609, -3.368, 3.147], [1.065, -4.502, 3.978], [1.209, -5.854, 3.365], [0.655, -6.887, 4.172], [0.552, -8.109, 3.423], [1.945, -4.600, 5.109], [0.951, -3.280, 2.282], [2.628, -3.471, 2.775], [1.610, -2.440, 3.718], [0.029, -4.264, 4.218], [2.283, -5.986, 3.235], [0.651, -5.755, 2.434], [0.016, -8.813, 4.060], [1.599, -8.369, 3.269], [0.120, -8.122, 2.422], [2.894, -4.464, 4.793], [1.892, -5.577, 5.362], [-3.235, -1.560, -3.687], [-1.865, -1.195, -4.229], [-1.078, -0.157, -3.483], [0.187, 0.239, -4.125], [-0.001, 1.236, -5.088], [-1.085, -2.435, -4.371], [-4.034, -0.871, -3.959], [-3.258, -1.636, -2.600], [-3.579, -2.541, -4.014], [-2.055, -0.703, -5.182], [-0.891, -0.569, -2.491], [-1.859, 0.597, -3.386], [-0.671, 2.037, -4.776], [-0.498, 0.656, -5.866], [0.911, 1.609, -5.555], [-0.123, -2.131, -4.425], [-1.085, -2.760, -3.415]],
  "forces_ev_per_a": [[-1.39, -0.52, -1.60], [-0.39, -0.18, 1.53], [0.86, 0.23, -0.63], [-0.78, -1.07, -1.24], [0.10, 1.37, 1.76], [0.04, 0.58, 0.37], [0.42, -0.25, 0.09], [-0.27, 0.17, 0.67], [0.57, -0.11, -0.32], [0.41, 0.00, 0.60], [0.95, 0.57, 0.38], [-0.82, -0.04, -0.73], [-0.71, -0.72, -0.16], [0.28, -0.10, 0.27], [0.15, 0.57, -0.96], [0.50, -0.05, 0.12], [0.08, -0.44, -0.20], [1.38, -2.34, -0.42], [-1.23, 4.73, -3.59], [-0.64, -1.97, 2.13], [0.49, 0.48, -1.87], [0.68, -1.50, 1.66], [1.65, -2.46, 2.46], [-0.72, 0.30, 0.38], [-0.39, 0.56, 0.45], [0.24, -0.31, 0.14], [0.44, -0.11, 0.50], [-0.29, 0.01, -0.40], [0.16, 0.06, -0.23], [-0.42, 0.81, -0.03], [-0.66, 0.06, 0.25], [0.57, 0.99, -0.88], [-1.47, 0.07, 0.17], [0.20, 0.50, -0.78], [-1.14, 0.69, 0.35], [3.28, 0.48, -1.12], [-0.52, 0.09, 0.69], [0.27, -1.49, -0.41], [0.39, 0.07, -0.44], [-0.40, -0.15, -0.31], [-0.19, 0.35, 0.12], [-0.47, -0.03, 0.05], [-0.25, -0.09, 0.23], [0.47, 0.07, 0.17], [-0.47, 0.38, 0.39], [0.86, 0.24, 0.25], [0.18, 0.64, -0.66], [-0.62, -0.71, -0.49], [-0.38, 0.15, 0.85], [-0.87, -0.33, 0.22], [-0.14, -0.21, 0.14], [-0.61, 0.32, -1.04], [1.45, 0.15, 0.42], [-1.42, 0.14, -1.43], [-0.76, 0.66, -0.99], [1.22, 0.02, 0.87], [-0.11, 0.25, 2.14], [0.04, 0.44, -0.27], [0.10, -0.55, 0.07], [-0.25, -0.03, 0.10], [-0.07, -0.20, 0.41], [0.09, -0.41, -0.55], [0.18, -0.81, -0.66], [0.26, -0.03, -0.11], [0.02, -0.89, -0.02], [-0.52, 0.86, 0.08], [0.17, 0.17, 0.01], [0.20, -0.05, 0.94], [-0.55, 0.16, 0.76], [0.14, -0.70, -1.44], [-0.26, 0.05, 0.11], [-0.85, -0.34, 2.62], [-1.07, -1.01, -1.52], [0.02, 0.58, 0.28], [0.19, 0.24, -0.05], [0.19, 0.12, 0.29], [0.39, 0.02, -0.38], [0.15, -0.54, -0.61], [0.60, 0.20, 0.19], [0.69, 1.23, 0.19], [0.15, 0.07, 0.15], [-0.34, 0.85, -0.80], [0.23, -0.09, 0.66], [0.52, -0.04, -0.69], [-0.20, -0.89, 0.35]],
  "total_charge": 1,
  "gap_ev": [8.038, 2.354],
  "e_lumo_ev": [-2.798, -8.481],
  "e_homo_ev": [-10.8, -10.8],
  "spin_multiplicity": 2
}